# 1
The following is a quantum chemistry calculation of a molecular structure, C66H56N3OP2S3Ti in a non-equilibrium geometry, from OMol25.

Its net charge is -1.

The geometry in XYZ format:
```
132
Properties=species:S:1:pos:R:3:forces:R:3
Ti 0.5206 -1.9452 -1.0341 0.336 -0.600 0.765
O -1.3354 -0.9332 -0.9925 -0.353 0.466 -0.169
S -1.3397 0.2630 -0.0482 0.164 -0.068 -0.136
C -1.7898 -0.3878 1.5380 0.116 0.081 -0.116
C -2.7162 -1.3965 1.5695 -0.186 -0.090 0.117
C -3.3041 -1.8209 2.7781 -0.011 -0.004 -0.152
C -2.9652 -1.1559 3.9223 -0.036 -0.009 0.056
C -3.4438 -1.3225 5.3444 -0.021 0.038 -0.010
C -2.6329 -0.2811 6.1635 -0.013 0.019 -0.024
C -1.7062 0.3619 5.1593 -0.032 -0.041 0.027
C -0.7095 1.2765 5.2949 0.122 0.090 -0.068
C 0.0636 1.6047 4.1519 -0.049 -0.002 0.113
C -0.1596 1.1053 2.8892 -0.026 -0.031 -0.048
P 1.0910 1.3566 1.5342 -0.097 -0.188 0.017
C 2.7044 1.4226 2.3968 -0.006 0.027 0.066
C 3.5547 0.3497 2.1223 -0.009 0.031 -0.001
C 4.8163 0.2827 2.7018 -0.037 -0.015 -0.033
C 5.2478 1.2979 3.5404 0.000 0.016 0.021
C 4.4237 2.3896 3.7943 -0.034 -0.022 -0.027
C 3.1611 2.4508 3.2243 0.043 -0.001 -0.058
C 0.7866 3.0950 1.0707 -0.020 0.076 -0.018
C 1.8127 3.8571 0.5046 -0.041 0.028 0.048
C 1.5648 5.1374 0.0319 -0.002 -0.042 0.010
C 0.2795 5.6645 0.0690 0.011 -0.018 -0.020
C -0.7543 4.9032 0.5967 0.014 -0.021 0.004
C -0.5001 3.6346 1.1037 -0.032 0.048 0.029
C -1.2806 0.2184 2.7186 0.090 0.032 0.024
C -1.9689 -0.1638 3.8806 0.010 -0.011 0.017
C -2.8125 1.1735 -0.5242 0.009 0.009 0.000
C -3.8182 1.3613 0.3903 -0.131 0.115 -0.061
C -4.9791 2.1284 0.1203 0.126 -0.118 0.073
C -5.0853 2.7114 -1.0999 -0.010 0.036 -0.054
C -6.1959 3.5308 -1.7132 0.011 -0.020 -0.032
C -5.6011 4.0601 -3.0426 0.032 -0.003 0.015
C -4.3036 3.3038 -3.2014 0.010 0.006 -0.037
C -3.4001 3.2791 -4.2203 0.093 -0.071 0.041
C -2.2252 2.5194 -4.0388 -0.114 0.085 -0.143
C -1.9177 1.8041 -2.8999 0.009 -0.108 -0.076
P -0.2647 0.9645 -2.8823 -0.162 0.163 0.327
C 0.7336 2.2631 -3.6990 0.034 -0.017 -0.096
C 0.8466 3.4883 -3.0379 0.042 0.034 -0.003
C 1.6506 4.4942 -3.5474 -0.023 -0.028 0.006
C 2.3756 4.2850 -4.7157 0.005 -0.003 0.013
C 2.2856 3.0649 -5.3654 -0.040 -0.043 0.006
C 1.4664 2.0586 -4.8625 0.030 0.108 -0.044
C -0.4309 -0.3515 -4.1260 0.142 -0.022 -0.115
C -1.6212 -0.7158 -4.7459 0.012 -0.036 -0.008
C -1.6668 -1.8377 -5.5642 0.024 0.040 -0.003
C -0.5249 -2.5940 -5.7823 -0.046 -0.002 -0.015
C 0.6708 -2.2300 -5.1812 0.006 0.010 0.079
C 0.7161 -1.1242 -4.3473 -0.062 -0.049 -0.004
C -2.8644 1.8067 -1.8223 0.017 -0.028 0.124
C -4.0344 2.5628 -2.0347 -0.051 0.046 0.010
H -3.0012 -1.8573 0.6300 0.009 0.003 0.005
H -4.0215 -2.6324 2.7712 0.009 0.004 0.014
H -4.5197 -1.1536 5.4234 0.001 0.005 -0.006
H -3.2506 -2.3384 5.6875 0.010 -0.019 0.025
H -3.2866 0.4648 6.6201 -0.006 0.003 0.013
H -2.0678 -0.7528 6.9676 0.003 -0.008 0.005
H -0.4515 1.7096 6.2545 -0.007 -0.001 -0.008
H 0.9090 2.2600 4.3033 0.029 0.014 0.015
H 3.2395 -0.4207 1.4241 -0.006 0.002 0.021
H 5.4637 -0.5538 2.4693 -0.014 0.012 0.006
H 6.2342 1.2503 3.9858 -0.005 0.007 -0.004
H 4.7684 3.1957 4.4309 0.003 -0.004 -0.001
H 2.5355 3.3192 3.3987 0.023 0.010 -0.002
H 2.8122 3.4430 0.4400 0.020 -0.011 0.007
H 2.3806 5.7195 -0.3788 0.001 0.003 -0.022
H 0.0844 6.6578 -0.3174 0.007 -0.014 0.019
H -1.7621 5.3002 0.6282 0.004 -0.008 -0.003
H -1.3125 3.0698 1.5508 0.035 0.007 -0.038
H -3.7372 0.9039 1.3627 -0.004 -0.042 0.065
H -5.7477 2.2161 0.8784 0.006 0.014 -0.013
H -7.0594 2.8905 -1.9041 -0.016 -0.013 0.003
H -6.5335 4.3297 -1.0534 0.017 0.026 0.005
H -6.2693 3.9155 -3.8916 -0.021 -0.028 0.007
H -5.3978 5.1313 -2.9791 0.002 0.011 0.003
H -3.5520 3.8271 -5.1425 0.003 -0.001 0.006
H -1.5074 2.5093 -4.8499 0.009 -0.004 -0.011
H 0.2999 3.6596 -2.1149 0.007 -0.018 0.002
H 1.7191 5.4400 -3.0237 0.003 -0.003 0.001
H 3.0141 5.0666 -5.1091 -0.006 -0.004 0.007
H 2.8540 2.8860 -6.2701 -0.003 0.008 0.006
H 1.4015 1.1137 -5.3852 -0.006 -0.013 0.004
H -2.5261 -0.1492 -4.5695 -0.009 0.015 0.024
H -2.6077 -2.1328 -6.0134 0.021 -0.005 0.014
H -0.5760 -3.4892 -6.3891 0.004 0.004 0.001
H 1.5588 -2.8372 -5.3031 -0.020 -0.003 -0.016
H 1.6394 -0.8889 -3.8288 0.011 0.011 0.018
C 0.9427 -7.1200 -3.5854 0.097 -0.143 -0.022
S -0.5545 -6.1400 -3.4414 0.006 0.002 0.010
C 0.0836 -4.7036 -2.6309 -0.063 0.106 -0.010
S -1.0737 -3.4756 -2.2292 0.081 -0.008 0.102
N 1.3414 -4.6008 -2.3829 -0.098 0.188 0.023
N 1.6462 -3.4226 -1.7528 0.352 -0.108 0.016
C 3.0053 -3.2072 -1.5347 -0.190 -0.041 -0.349
C 3.3936 -1.9329 -1.2912 -0.012 0.368 -0.291
C 4.7656 -1.4841 -1.1632 0.012 -0.154 0.213
C 5.0801 -0.1734 -1.1568 -0.042 0.091 -0.024
C 4.0312 0.8111 -1.2682 0.087 -0.065 0.002
C 2.7487 0.3624 -1.3171 -0.117 -0.112 0.072
N 2.3636 -0.9393 -1.2929 0.015 0.002 -0.115
H 0.6518 -8.0621 -4.0533 0.027 0.024 0.006
H 1.3767 -7.3120 -2.6054 -0.042 0.014 0.004
H 1.6905 -6.6165 -4.1950 -0.033 0.030 -0.018
H 3.6920 -4.0338 -1.6698 0.052 -0.004 0.122
H 5.5380 -2.2439 -1.1012 -0.013 0.018 0.019
H 6.1164 0.1392 -1.0819 -0.023 -0.007 -0.001
H 4.2350 1.8738 -1.2872 0.020 -0.031 -0.007
H 1.9333 1.0752 -1.3434 0.000 0.041 -0.022
C 2.1107 -4.1755 1.7327 0.071 0.006 -0.031
C 0.7131 -3.5182 1.7319 -0.026 0.093 0.113
C -0.2832 -4.5640 1.2286 -0.025 -0.059 0.012
C 0.7181 -2.3122 0.8045 -0.252 -0.126 -0.294
C 0.4248 -3.1044 3.1792 -0.056 0.019 0.049
C 1.1980 -2.1017 3.7784 0.021 -0.032 -0.022
C 1.0484 -1.7579 5.1102 -0.003 -0.019 0.012
C 0.1105 -2.4141 5.9023 -0.011 -0.024 -0.019
C -0.6778 -3.3984 5.3275 0.038 0.009 0.004
C -0.5268 -3.7313 3.9824 0.024 0.003 -0.012
H 2.8732 -3.4641 2.0604 -0.015 -0.042 -0.014
H 2.3552 -4.4809 0.7151 0.008 -0.001 0.007
H 2.1393 -5.0517 2.3931 -0.011 0.040 -0.010
H -0.0195 -4.8410 0.2083 0.006 0.021 -0.022
H -1.2995 -4.1633 1.1971 0.005 -0.003 0.021
H -0.2735 -5.4766 1.8379 0.020 0.071 -0.008
H 1.1746 -1.4128 1.2427 0.116 -0.021 -0.091
H 1.9501 -1.5941 3.1845 -0.037 -0.001 0.047
H 1.6722 -0.9786 5.5352 -0.019 -0.015 -0.018
H 0.0026 -2.1617 6.9521 0.011 -0.014 -0.035
H -1.4085 -3.9296 5.9306 0.023 0.021 -0.029
H -1.1560 -4.5063 3.5638 0.020 0.014 -0.001
```
Positions in Å, forces in eV/Å.

Atomic partial charges in e from the Löwdin method, atoms 1 to 4: number 1, Ti, carries 0.671; number 2, O, carries -0.687; number 3, S, carries 0.962; number 4, C, carries -0.349

# 2
The following is a quantum chemistry calculation of a molecular structure, C21H34BN2NdO5 in a non-equilibrium geometry, from OMol25.

Its net charge is +2. Its expectation value of S² is 3.806. The multiplicity is 4.

The geometry in XYZ format:
```
64
Properties=species:S:1:pos:R:3:forces:R:3
Nd -0.2203 0.0774 0.4123 -0.012 -1.307 -0.655
C -0.5456 -3.3653 0.4106 -0.168 -0.104 -0.021
O 0.0724 -2.2736 1.1256 0.042 0.156 -0.048
C 1.4917 -2.4208 1.3087 0.332 0.161 -0.103
C 2.2493 -2.0811 0.0361 -0.212 -0.223 0.463
O 1.8998 -0.7230 -0.2823 0.386 -0.010 -0.135
C 3.5455 1.5170 -0.1031 0.045 -0.104 -0.175
H -0.1175 -4.3129 0.7340 0.009 0.040 0.106
H -0.4225 -3.2526 -0.6654 0.047 0.043 0.002
H -1.6040 -3.3524 0.6593 0.008 0.006 0.008
H 1.7264 -3.4382 1.6222 -0.039 -0.004 0.055
H 1.7640 -1.7216 2.1013 -0.010 -0.058 0.049
H 1.9561 -2.7566 -0.7671 0.012 0.076 -0.100
H 3.3202 -2.1724 0.2125 0.040 0.048 -0.043
H 4.3311 2.2709 -0.1103 0.004 -0.006 0.013
H 3.6494 0.9164 0.7984 -0.043 0.004 0.041
H 2.5854 2.0426 -0.0593 0.043 0.065 0.033
C 2.2998 -2.0384 -5.5309 0.235 -0.029 -0.175
N 1.1895 -2.0452 -4.5934 -0.085 -0.167 -0.024
N 1.2407 -1.4857 -3.3354 -0.295 0.151 0.079
C -0.0534 -1.4284 -2.8385 0.173 -0.078 -0.417
O -0.3297 -0.9421 -1.6895 -0.356 0.376 0.240
C -0.8843 -1.9948 -3.8077 -0.062 0.078 0.167
C -0.0895 -2.3501 -4.8778 0.011 0.050 0.118
C -0.4956 -2.9551 -6.1702 0.063 -0.029 -0.124
C 2.4388 -1.1752 -2.6492 0.149 -0.056 0.228
C 3.6140 -1.7960 -2.8265 -0.185 0.027 -0.076
C 4.8043 -1.3860 -2.0944 0.257 -0.039 0.065
C 4.8322 -0.2513 -1.3964 -0.072 0.106 -0.052
C 3.6310 0.6487 -1.3643 -0.105 -0.133 0.218
C 2.3350 -0.1400 -1.5642 0.250 0.334 -0.008
H 2.9297 -1.1674 -5.3706 -0.059 0.025 0.027
H 1.8947 -1.9855 -6.5369 -0.063 0.036 0.024
H 2.9023 -2.9433 -5.4552 -0.046 0.020 0.026
H -1.9518 -2.1034 -3.7262 0.019 -0.011 -0.041
H -1.5598 -3.1716 -6.1532 -0.001 -0.011 0.009
H 0.0482 -3.8820 -6.3575 -0.018 0.004 0.006
H -0.3023 -2.2806 -7.0065 -0.017 0.021 0.026
H 3.7212 -2.6190 -3.5192 -0.055 0.023 0.019
H 5.6839 -2.0101 -2.1822 -0.013 0.011 0.029
H 5.7341 0.0928 -0.9046 0.018 -0.068 -0.010
H 3.7296 1.3209 -2.2276 -0.122 -0.038 -0.083
H 1.5461 0.5756 -1.8166 0.030 0.007 0.005
C 2.2296 3.7770 3.4062 -0.118 -0.138 0.023
C 1.2199 2.7696 3.9492 0.205 0.017 -0.039
C 0.6892 3.2439 5.2888 0.007 -0.042 -0.065
O 0.1197 2.7430 2.9958 -0.354 0.190 0.046
B 0.1927 1.6514 2.2180 0.575 0.751 0.854
O 1.2284 0.7887 2.6465 -0.526 -0.280 -0.867
C 1.7366 1.2864 3.9341 0.093 0.035 0.383
C 3.2474 1.1418 3.9590 -0.159 -0.001 -0.068
C 1.1105 0.4124 5.0131 -0.024 0.048 -0.169
H 1.7387 4.7443 3.3111 0.001 -0.005 -0.006
H 2.5903 3.4808 2.4197 0.055 0.007 0.007
H 3.0748 3.8864 4.0845 0.035 0.012 -0.037
H 0.3400 4.2701 5.1864 0.004 0.000 0.020
H 1.4845 3.2276 6.0350 -0.012 0.008 0.031
H -0.1415 2.6358 5.6402 0.021 -0.001 0.001
H 3.7161 1.6297 3.1073 0.019 0.031 0.018
H 3.5195 0.0855 3.9564 0.013 0.005 0.018
H 3.6383 1.5886 4.8733 0.053 -0.020 0.001
H 0.0223 0.4723 4.9851 0.000 0.009 0.052
H 1.4569 0.7159 5.9997 -0.034 -0.019 0.021
H 1.4043 -0.6260 4.8543 0.012 0.003 0.009
```
Positions in Å, forces in eV/Å.

Atomic partial charges in e from the Löwdin method, atoms 1 to 4: number 1, Nd, carries 2.056; number 2, C, carries -0.028; number 3, O, carries -0.326; number 4, C, carries -0.146

# 3
The following is a quantum chemistry calculation of 2 unconnected molecules or ions with the total composition C4H13N4 in a non-equilibrium geometry, from OMol25.

Its net charge is +1.

The geometry in XYZ format:
```
21
Properties=species:S:1:pos:R:3:forces:R:3
C 2.0578 -0.0414 -0.1575 -0.864 1.948 -0.995
C -2.1870 0.2168 -1.1896 2.367 0.838 0.616
C -1.0257 -1.2002 0.5931 -2.167 3.388 -0.883
C -0.7885 -0.0621 -0.5100 -2.108 -2.170 0.987
N 2.4813 -1.0661 0.4955 0.743 -1.914 1.663
N 2.8556 0.5730 -1.0263 1.249 -0.022 -0.341
N -0.0720 1.1292 -0.1979 1.329 2.458 1.925
N -0.3301 1.8388 0.8794 -1.091 -5.411 -4.285
H -2.4066 -0.6184 -1.7577 -0.501 -2.042 -0.839
H -2.9900 0.4275 -0.5394 -0.700 0.265 1.042
H -2.1068 0.9671 -1.9256 0.135 1.315 -0.658
H -1.7666 -1.8653 0.1495 0.181 -0.108 0.262
H -1.4756 -0.7003 1.4755 0.280 -0.745 -0.154
H -0.1329 -1.6765 0.7826 1.766 -1.108 0.677
H -0.1132 -0.5485 -1.1723 0.113 -0.072 -1.127
H 3.4281 -1.4368 0.3907 -0.201 0.059 0.038
H 3.8821 0.4345 -1.2338 -1.525 -0.386 0.672
H 2.4911 1.3224 -1.5847 -0.384 0.140 0.122
H -0.9376 1.4978 1.5498 -1.362 -0.854 1.855
H 1.9314 -1.5146 1.2444 0.492 0.592 -0.890
H 0.1368 2.6325 1.0272 2.246 3.828 0.312
```
Positions in Å, forces in eV/Å.

Atomic partial charges in e from the natural (NBO) method, atoms 1 to 4: number 1, C, carries 0.342; number 2, C, carries -0.602; number 3, C, carries -0.594; number 4, C, carries -0.113

For reference, energy relative to the best compared isomer or geometry (same formula, charge and spin) by record: 0.0, 167.4, 448.2 kJ/mol.
For reference, energy by record: -5514.94509, -1892.07640, -378.86504 Eh.